{"formula": "C90H190N10O10", "method": "the ωB97M-V functional and the def2-TZVPD basis", "symbols": ["C", "C", "C", "C", "C", "C", "C", "C", "C", "N", "O", "H", "H", "H", "H", "H", "H", "H", "H", "H", "H", "H", "H", "H", "H", "H", "H", "H", "H", "H", "C", "C", "C", "C", "C", "C", "C", "C", "C", "N", "O", "H", "H", "H", "H", "H", "H", "H", "H", "H", "H", "H", "H", "H", "H", "H", "H", "H", "H", "H", "C", "C", "C", "C", "C", "C", "C", "C", "C", "N", "O", "H", "H", "H", "H", "H", "H", "H", "H", "H", "H", "H", "H", "H", "H", "H", "H", "H", "H", "H", "C", "C", "C", "C", "C", "C", "C", "C", "C", "N", "O", "H", "H", "H", "H", "H", "H", "H", "H", "H", "H", "H", "H", "H", "H", "H", "H", "H", "H", "H", "C", "C", "C", "C", "C", "C", "C", "C", "C", "N", "O", "H", "H", "H", "H", "H", "H", "H", "H", "H", "H", "H", "H", "H", "H", "H", "H", "H", "H", "H", "C", "C", "C", "C", "C", "C", "C", "C", "C", "N", "O", "H", "H", "H", "H", "H", "H", "H", "H", "H", "H", "H", "H", "H", "H", "H", "H", "H", "H", "H", "C", "C", "C", "C", "C", "C", "C", "C", "C", "N", "O", "H", "H", "H", "H", "H", "H", "H", "H", "H", "H", "H", "H", "H", "H", "H", "H", "H", "H", "H", "C", "C", "C", "C", "C", "C", "C", "C", "C", "N", "O", "H", "H", "H", "H", "H", "H", "H", "H", "H", "H", "H", "H", "H", "H", "H", "H", "H", "H", "H", "C", "C", "C", "C", "C", "C", "C", "C", "C", "N", "O", "H", "H", "H", "H", "H", "H", "H", "H", "H", "H", "H", "H", "H", "H", "H", "H", "H", "H", "H", "C", "C", "C", "C", "C", "C", "C", "C", "C", "N", "O", "H", "H", "H", "H", "H", "H", "H", "H", "H", "H", "H", "H", "H", "H", "H", "H", "H", "H", "H"], "positions_angstrom": [[0.597, -0.683, 2.441], [-0.446, -0.769, 1.284], [-1.338, -2.079, 1.447], [-1.396, 0.428, 1.464], [-0.793, 1.710, 0.896], [-0.305, 1.614, -0.556], [0.640, 0.507, -0.745], [0.810, 0.201, -2.214], [2.000, 0.974, -0.140], [0.133, -0.757, -0.051], [0.936, -1.816, -0.269], [1.180, 0.236, 2.379], [0.425, -0.906, 3.494], [1.437, -1.323, 2.171], [-1.667, -2.068, 2.486], [-2.175, -1.929, 0.764], [-0.777, -2.967, 1.159], [-2.247, 0.186, 0.828], [-1.721, 0.601, 2.490], [-1.503, 2.537, 0.886], [-0.092, 2.059, 1.654], [0.229, 2.521, -0.840], [-1.192, 1.580, -1.189], [0.049, -0.357, -2.760], [1.755, -0.329, -2.335], [0.852, 1.079, -2.859], [1.813, 1.447, 0.824], [2.533, 1.667, -0.791], [2.632, 0.094, -0.018], [0.692, -2.041, -1.170], [-13.294, -1.100, 6.604], [-12.438, -2.019, 5.732], [-12.951, -3.482, 5.824], [-12.659, -1.544, 4.276], [-11.766, -2.135, 3.159], [-10.259, -1.895, 3.579], [-9.874, -2.302, 5.050], [-9.623, -3.889, 5.015], [-8.604, -1.531, 5.526], [-10.975, -1.935, 6.009], [-10.747, -2.394, 7.319], [-14.292, -1.362, 6.253], [-13.202, -1.383, 7.653], [-13.132, -0.023, 6.548], [-12.784, -3.933, 6.802], [-14.025, -3.484, 5.633], [-12.403, -4.133, 5.142], [-13.655, -1.782, 3.903], [-12.445, -0.480, 4.374], [-12.083, -3.175, 3.087], [-12.071, -1.688, 2.213], [-9.878, -0.954, 3.182], [-9.669, -2.577, 2.968], [-10.117, -4.386, 5.850], [-8.546, -3.997, 5.147], [-10.049, -4.414, 4.160], [-8.707, -0.503, 5.181], [-7.707, -1.923, 5.047], [-8.561, -1.589, 6.614], [-10.474, -1.555, 7.697], [-5.193, -9.505, 2.374], [-5.828, -10.371, 1.260], [-7.163, -10.857, 1.858], [-6.132, -9.569, -0.077], [-6.423, -10.414, -1.315], [-5.379, -11.552, -1.479], [-4.972, -12.413, -0.235], [-6.036, -13.581, 0.024], [-3.580, -13.130, -0.578], [-4.864, -11.446, 0.916], [-4.514, -12.112, 2.079], [-5.911, -8.725, 2.627], [-4.943, -9.941, 3.341], [-4.336, -8.867, 2.157], [-7.896, -11.173, 1.115], [-7.184, -11.804, 2.398], [-7.562, -10.138, 2.574], [-7.014, -8.941, 0.049], [-5.287, -8.945, -0.366], [-7.456, -10.759, -1.350], [-6.423, -9.773, -2.196], [-4.484, -11.090, -1.894], [-5.850, -12.229, -2.192], [-7.035, -13.150, 0.082], [-5.897, -14.099, 0.973], [-6.097, -14.378, -0.716], [-2.885, -12.370, -0.936], [-3.551, -13.845, -1.401], [-3.180, -13.523, 0.356], [-3.586, -11.865, 2.099], [10.912, 3.055, 4.313], [9.935, 1.812, 4.422], [10.365, 0.539, 3.567], [10.132, 1.248, 5.865], [9.545, 2.094, 6.954], [8.037, 2.235, 6.655], [7.640, 2.808, 5.239], [6.140, 2.575, 4.893], [7.900, 4.336, 5.337], [8.485, 2.090, 4.234], [8.101, 2.337, 2.916], [10.686, 3.751, 3.505], [10.871, 3.659, 5.219], [11.945, 2.722, 4.207], [11.425, 0.286, 3.591], [9.766, -0.348, 3.777], [10.170, 0.733, 2.513], [9.745, 0.237, 5.992], [11.209, 1.224, 6.029], [9.687, 1.502, 7.858], [10.166, 2.979, 7.085], [7.650, 2.832, 7.481], [7.631, 1.224, 6.641], [6.018, 1.518, 4.657], [5.738, 3.162, 4.067], [5.376, 2.651, 5.667], [8.967, 4.532, 5.442], [7.393, 4.832, 6.164], [7.705, 4.966, 4.469], [7.904, 1.426, 2.683], [0.419, -7.342, -4.513], [1.668, -7.605, -5.378], [2.958, -6.934, -4.829], [1.767, -9.190, -5.246], [2.724, -9.817, -6.271], [2.326, -9.263, -7.657], [2.223, -7.749, -7.922], [3.735, -7.164, -7.972], [1.657, -7.439, -9.360], [1.395, -7.222, -6.797], [1.126, -5.835, -6.971], [-0.453, -7.451, -5.158], [0.256, -8.062, -3.711], [0.473, -6.314, -4.156], [3.863, -7.438, -5.167], [3.102, -5.928, -5.221], [2.947, -6.702, -3.764], [2.076, -9.477, -4.241], [0.843, -9.747, -5.395], [3.763, -9.529, -6.115], [2.733, -10.888, -6.072], [1.367, -9.728, -7.886], [3.046, -9.697, -8.351], [3.732, -6.098, -8.201], [4.336, -7.419, -8.844], [4.424, -7.179, -7.127], [1.681, -6.354, -9.463], [0.640, -7.767, -9.580], [2.200, -7.910, -10.179], [0.171, -5.857, -7.064], [-7.417, 0.350, -3.130], [-7.427, -0.544, -4.433], [-6.063, -0.637, -5.091], [-7.632, -1.963, -3.864], [-7.921, -3.004, -4.980], [-9.181, -2.560, -5.898], [-8.962, -1.142, -6.501], [-7.939, -1.297, -7.710], [-10.401, -0.817, -7.150], [-8.590, -0.242, -5.349], [-8.606, 1.065, -5.726], [-6.776, 0.044, -2.303], [-7.233, 1.415, -3.275], [-8.324, 0.233, -2.537], [-5.783, -1.440, -5.773], [-5.900, 0.282, -5.653], [-5.246, -0.375, -4.418], [-6.760, -2.221, -3.263], [-8.464, -1.896, -3.162], [-7.110, -3.143, -5.695], [-8.172, -3.867, -4.363], [-10.067, -2.577, -5.263], [-9.157, -3.223, -6.763], [-8.430, -1.825, -8.527], [-6.976, -1.705, -7.403], [-7.713, -0.241, -7.862], [-10.836, -1.412, -7.953], [-10.376, 0.110, -7.723], [-11.227, -0.720, -6.445], [-9.315, 1.447, -5.205], [-0.263, 3.414, 11.983], [-1.646, 2.892, 11.352], [-2.875, 3.392, 12.079], [-1.676, 3.364, 9.907], [-2.736, 2.723, 9.025], [-2.664, 1.206, 9.139], [-2.591, 0.603, 10.580], [-4.041, 0.454, 11.142], [-2.052, -0.824, 10.378], [-1.550, 1.361, 11.293], [-1.301, 0.817, 12.547], [-0.160, 4.499, 11.951], [-0.145, 3.156, 13.036], [0.521, 2.889, 11.437], [-3.329, 2.539, 12.585], [-2.535, 4.136, 12.800], [-3.604, 3.815, 11.388], [-1.704, 4.450, 9.995], [-0.709, 3.173, 9.442], [-3.751, 2.963, 9.342], [-2.553, 2.973, 7.981], [-1.754, 0.780, 8.716], [-3.524, 0.856, 8.568], [-4.481, -0.468, 10.763], [-4.728, 1.256, 10.871], [-3.977, 0.400, 12.228], [-2.063, -1.480, 11.248], [-1.074, -0.733, 9.905], [-2.571, -1.326, 9.562], [-0.343, 0.792, 12.592], [2.828, 9.011, 3.033], [1.313, 9.034, 2.585], [0.983, 8.229, 1.348], [0.422, 8.212, 3.656], [0.243, 8.903, 4.998], [-0.359, 10.319, 4.710], [0.414, 11.217, 3.809], [-0.607, 12.414, 3.619], [1.603, 11.772, 4.685], [0.698, 10.382, 2.560], [1.284, 11.103, 1.669], [2.890, 9.255, 4.093], [3.235, 8.032, 2.779], [3.376, 9.835, 2.575], [-0.087, 8.113, 1.180], [1.367, 8.682, 0.434], [1.510, 7.276, 1.397], [-0.597, 8.006, 3.329], [0.749, 7.174, 3.721], [-0.486, 8.261, 5.492], [1.048, 8.772, 5.722], [-0.457, 10.576, 5.765], [-1.431, 10.211, 4.546], [-0.105, 13.196, 3.050], [-1.113, 12.731, 4.531], [-1.383, 11.923, 3.032], [1.890, 11.085, 5.481], [1.284, 12.657, 5.234], [2.510, 11.996, 4.124], [0.587, 10.977, 1.022], [6.959, -0.680, -7.535], [8.188, 0.090, -7.006], [7.955, 0.484, -5.483], [9.552, -0.760, -6.985], [10.076, -1.101, -8.373], [10.360, 0.229, -9.037], [9.130, 1.173, -9.081], [9.687, 2.530, -9.513], [8.191, 0.744, -10.201], [8.518, 1.312, -7.735], [7.529, 2.253, -7.669], [6.804, -1.546, -6.891], [6.019, -0.131, -7.585], [7.027, -1.087, -8.544], [7.629, -0.356, -4.870], [8.776, 0.935, -4.925], [7.101, 1.161, -5.462], [10.240, -0.409, -6.216], [9.270, -1.746, -6.617], [10.999, -1.610, -8.094], [9.457, -1.800, -8.935], [10.918, -0.063, -9.926], [11.167, 0.724, -8.497], [10.495, 2.902, -8.883], [8.917, 3.300, -9.539], [10.100, 2.630, -10.516], [7.856, -0.290, -10.293], [8.609, 0.854, -11.202], [7.305, 1.377, -10.155], [7.812, 2.773, -6.913], [4.695, 9.111, -4.697], [5.197, 7.804, -5.358], [3.907, 6.967, -5.348], [5.645, 8.017, -6.849], [7.000, 8.664, -7.043], [7.973, 7.852, -6.154], [7.668, 7.673, -4.680], [8.605, 6.632, -4.059], [7.839, 8.950, -3.760], [6.303, 7.145, -4.602], [5.910, 6.628, -3.365], [3.827, 9.458, -5.257], [4.483, 8.989, -3.634], [5.418, 9.926, -4.710], [4.157, 5.935, -5.596], [3.509, 6.851, -4.340], [3.100, 7.345, -5.976], [5.629, 7.027, -7.305], [4.800, 8.527, -7.311], [7.409, 8.741, -8.050], [6.991, 9.687, -6.668], [8.909, 8.408, -6.107], [8.261, 6.980, -6.740], [8.176, 5.649, -3.862], [9.009, 6.960, -3.101], [9.489, 6.531, -4.689], [7.540, 9.872, -4.258], [8.875, 9.065, -3.441], [7.207, 8.756, -2.894], [6.242, 7.245, -2.709]], "forces_ev_per_angstrom": [[2.1, -0.3, -1.2], [-0.5, -0.5, 2.0], [1.1, 1.7, -0.4], [-0.1, 0.2, -2.0], [-0.3, 0.8, 0.5], [-1.0, 0.8, 1.2], [0.9, -1.4, 0.9], [0.8, -0.3, -1.0], [-0.3, -0.7, -0.3], [-2.3, 3.3, -0.2], [1.7, -1.6, -0.4], [-0.6, 0.6, 0.3], [-0.9, 0.0, -0.2], [-0.1, -0.8, 0.0], [-0.1, -0.4, -0.1], [-0.1, -0.3, 0.1], [-0.1, 0.0, 0.3], [-0.5, 0.1, 0.2], [0.1, -0.4, 0.0], [-0.5, -0.2, 0.2], [0.8, 0.0, -0.4], [-0.1, 0.2, 0.0], [-0.1, -0.4, -0.2], [-0.5, -0.4, 0.7], [0.1, -0.1, -0.3], [0.4, 0.5, 0.5], [0.2, 0.0, -0.1], [-0.2, 0.1, -0.1], [0.1, 0.0, 0.2], [0.2, -0.6, -0.1], [0.1, -0.9, 0.4], [0.9, -1.2, -1.5], [0.3, 0.3, 0.6], [0.8, 0.2, -0.5], [0.6, 0.5, 2.2], [-0.4, -1.3, -1.0], [-1.2, -1.0, -0.2], [-0.3, 1.1, 1.0], [-1.0, -0.4, -0.7], [-0.8, 1.3, -1.3], [0.5, 0.1, 0.0], [-0.3, 0.5, 0.4], [-0.1, -0.1, 0.0], [0.3, -0.1, -0.4], [0.0, 0.3, 0.2], [0.0, -0.3, -0.2], [-0.3, 0.1, -0.3], [-0.5, 0.6, 0.7], [-0.4, 0.3, -0.6], [0.7, -0.3, -0.1], [0.5, 0.2, 0.0], [-0.4, 0.6, 0.8], [0.2, -0.2, -0.1], [0.2, 0.3, 0.4], [-0.1, -0.6, -0.4], [0.4, 0.4, -0.4], [0.0, 0.1, 0.4], [0.0, -0.2, 0.2], [0.4, 0.0, -0.2], [0.1, -0.2, 0.7], [-0.1, 1.6, 0.0], [-0.1, -0.4, -0.7], [-0.6, -1.1, 0.0], [0.1, -0.2, 0.4], [0.2, -0.7, 0.7], [-0.9, -0.1, 0.1], [-1.0, -0.6, -0.6], [0.0, 1.0, 0.3], [-0.5, 1.9, 0.9], [0.2, 0.0, -1.9], [0.6, -0.6, 0.6], [-0.4, 0.0, 0.0], [-0.3, -0.8, -0.3], [0.4, -0.5, -0.8], [-0.2, 0.9, -0.5], [1.1, 0.0, 0.5], [-0.3, 0.1, -0.4], [0.2, 0.3, 0.5], [0.2, 0.2, 0.5], [0.0, -0.5, 0.5], [0.5, 0.1, -0.1], [0.1, -0.2, -0.1], [0.6, -0.2, -0.3], [-0.1, 0.1, 0.0], [0.4, 0.3, 0.1], [0.4, 0.3, -0.4], [0.1, 0.3, 0.3], [-0.8, -0.3, 0.3], [0.0, -0.4, -0.2], [0.2, -0.3, 0.7], [-0.6, -0.6, -0.3], [0.4, -0.9, 1.0], [-0.7, 1.5, -1.2], [0.5, 0.6, -0.3], [-0.3, -0.6, -0.5], [0.3, 0.2, -0.4], [0.5, 1.3, 0.6], [0.0, -1.1, 0.1], [0.9, 0.5, -0.6], [0.3, -0.6, 1.9], [0.3, 0.0, -0.3], [-0.1, -0.3, -0.3], [-0.1, -0.2, 0.1], [0.0, -0.1, -0.1], [0.0, 0.2, 0.5], [0.0, 0.2, 0.5], [0.0, 0.2, -0.2], [-0.1, -0.1, -0.4], [0.2, -0.4, -0.1], [-0.3, 0.2, 0.3], [-0.6, 0.5, 0.0], [-0.8, 0.0, -0.3], [-0.1, -0.1, 0.5], [0.2, -0.2, -0.5], [0.5, 0.0, -0.1], [0.6, 0.7, 0.7], [0.1, -0.2, 0.5], [-0.1, -0.4, 0.2], [-0.6, -0.5, -0.5], [-0.4, 0.1, -0.8], [0.0, 1.1, -0.8], [0.1, -1.5, 0.4], [-0.2, 0.7, -0.4], [1.3, 0.2, -1.0], [0.2, 1.9, 0.5], [-0.2, -1.8, -0.5], [2.2, -0.2, 0.8], [-0.4, 1.3, -0.5], [-0.3, 0.1, 1.0], [-0.3, -1.1, -1.0], [0.4, -0.3, 0.5], [-0.1, 0.1, -0.1], [0.5, 0.2, 0.2], [-0.4, 0.0, 0.3], [-0.1, -0.4, 0.5], [-0.5, 0.1, -0.5], [0.0, -0.8, 0.2], [0.1, 0.5, 0.2], [-0.6, 0.7, -0.1], [0.1, 0.2, 0.4], [-0.3, -0.2, -1.0], [-0.3, 0.1, -0.2], [-0.1, 0.2, -0.4], [-0.7, 0.5, 0.3], [-0.3, -1.1, -0.1], [-0.5, -0.7, 0.3], [0.0, -0.1, -0.3], [-0.3, 0.0, 0.7], [0.7, 0.1, 0.4], [-0.1, 0.3, -0.1], [-0.5, 0.3, -0.3], [0.0, -1.7, 1.0], [1.2, 2.9, -0.7], [-0.7, 0.3, -1.1], [-1.7, 1.3, 0.2], [2.5, 0.2, 1.4], [-0.9, -2.2, -0.1], [-0.5, 1.7, 2.0], [0.7, 1.6, 0.1], [-0.4, -2.2, 0.5], [0.4, 1.9, -0.7], [1.0, -0.5, -0.8], [-0.1, 0.0, -0.3], [-0.8, 0.2, -0.8], [-0.4, -0.2, 0.5], [-0.5, 0.2, -0.9], [0.0, -1.1, 0.8], [0.1, -0.1, -0.2], [-0.3, -0.4, -0.1], [0.3, -0.3, 0.6], [0.1, -0.7, -0.8], [-0.2, -0.2, -0.4], [-0.7, -0.3, 0.3], [0.3, 0.3, 0.0], [-0.3, -0.5, -0.1], [0.0, 0.0, -1.1], [0.9, -1.2, 0.3], [0.3, 0.6, 0.4], [0.3, 0.0, 0.5], [-0.1, 0.2, 0.0], [-1.4, -1.1, -0.2], [1.3, -1.2, -0.1], [0.2, -0.2, 0.5], [0.7, 0.3, -0.1], [0.4, -0.5, 0.8], [0.6, -0.3, 0.4], [-0.9, -0.3, -1.0], [0.7, 0.4, 0.6], [0.3, 0.0, -0.8], [0.0, 1.7, -1.3], [-0.4, -0.2, 1.0], [-0.1, 0.0, -0.5], [-0.3, -0.2, 0.1], [0.2, 0.4, -0.1], [-0.1, 0.3, 0.3], [-0.5, 0.1, 0.1], [0.0, 0.1, 0.2], [-0.5, 0.2, -0.4], [0.2, -0.2, 0.0], [-0.1, 0.6, -0.2], [-0.4, 0.3, 0.0], [0.1, 0.5, -0.7], [0.0, -0.7, 0.2], [0.1, 0.0, 0.0], [0.2, 0.2, 0.0], [-0.3, -0.2, 0.1], [0.2, 0.3, 0.0], [0.5, -0.1, 0.7], [-0.7, 0.0, 0.2], [0.1, -0.2, 0.0], [-1.5, 0.6, -0.5], [-1.6, -1.2, 3.3], [1.0, 0.8, -1.4], [1.0, 0.2, 0.0], [-0.7, -0.9, -1.2], [-0.3, -2.8, 3.2], [-0.1, -0.1, 1.8], [0.9, -1.7, -1.9], [0.2, -0.4, -0.5], [-2.6, -2.3, 5.7], [1.7, 3.2, -4.7], [-0.1, -0.5, 0.1], [0.3, 0.2, 0.2], [0.1, -0.3, -0.5], [0.1, -0.1, 0.3], [0.2, 0.2, -0.2], [-0.3, -0.2, 0.2], [-0.1, 0.8, -0.7], [0.9, 0.0, 0.2], [-0.6, 0.4, 0.2], [0.7, 0.9, -0.4], [0.5, 1.6, 0.1], [0.0, -0.2, -1.2], [-0.4, 0.3, 0.2], [0.7, 0.1, 0.2], [-0.3, 0.5, -0.4], [0.0, -0.4, -0.2], [-0.1, 0.2, -0.3], [-0.1, 0.2, -0.2], [0.7, 1.1, -1.4], [0.1, -0.6, 0.0], [1.6, -0.1, 1.4], [-1.0, -0.2, -0.9], [-3.2, -1.5, -0.2], [0.9, 1.1, 1.8], [0.7, -0.8, 0.4], [1.0, -0.1, -1.4], [-0.1, 1.4, 0.0], [-1.0, -0.2, -0.8], [2.6, -1.6, -0.2], [-1.2, 0.8, -0.3], [-0.1, 0.0, 0.1], [0.2, 0.5, 0.5], [0.6, 0.1, 0.0], [0.1, -0.4, -0.3], [0.3, 0.1, -0.6], [0.0, 0.2, 0.2], [0.3, 0.6, -0.7], [-0.4, -0.1, 0.6], [0.3, -0.2, -0.8], [-0.2, 0.3, 0.1], [-0.9, 0.9, -1.1], [-0.2, 0.1, 0.6], [-0.1, -0.2, 0.5], [-0.2, 0.0, 0.4], [0.0, -0.9, -0.2], [0.0, -0.2, 0.9], [0.4, 0.6, 0.1], [-0.2, 0.0, -0.1], [-0.2, 0.4, 0.0], [1.0, 0.7, -0.3], [-0.2, 0.9, 0.6], [0.7, -1.5, 0.5], [-0.9, -0.5, 0.4], [0.2, 0.0, 1.8], [1.4, 1.6, -1.0], [-1.1, -0.5, 1.2], [0.8, -0.3, 0.2], [0.0, -0.4, -1.3], [-0.8, -0.7, -2.0], [0.1, 0.1, 0.0], [-0.2, 0.0, 0.3], [-0.4, -0.3, -0.1], [0.2, 0.0, -0.3], [-0.1, -0.1, -0.5], [0.0, 0.4, 0.1], [0.3, 0.1, -0.2], [0.2, -0.2, 0.0], [0.1, 0.4, -0.2], [-0.4, -0.4, -0.1], [-0.2, 0.2, 0.0], [0.3, 0.2, -0.3], [-0.4, -0.7, 0.7], [-0.2, 0.1, -0.5], [-0.2, 0.1, 0.1], [0.0, -0.2, -0.1], [-0.2, 0.0, 0.1], [-0.1, 0.0, 0.0], [0.2, 0.4, 0.2], [-0.2, 0.3, 0.5]], "mulliken_charge": [-1.565, 1.149, -1.685, -0.957, -0.757, -1.160, 1.870, -2.167, -1.811, 0.218, -0.481, 0.307, 0.382, 0.387, 0.378, 0.395, 0.390, 0.356, 0.389, 0.405, 0.350, 0.415, 0.357, 0.404, 0.512, 0.400, 0.326, 0.444, 0.365, 0.386, -1.785, 1.400, -1.685, -1.176, -0.674, -1.410, 1.653, -1.663, -1.704, 0.082, -0.457, 0.381, 0.438, 0.369, 0.375, 0.411, 0.354, 0.424, 0.398, 0.295, 0.431, 0.427, 0.437, 0.326, 0.414, 0.370, 0.384, 0.429, 0.378, 0.376, -1.902, 1.504, -1.671, -1.020, -0.763, -1.018, 1.318, -1.590, -1.718, 0.171, -0.479, 0.474, 0.389, 0.377, 0.342, 0.348, 0.364, 0.343, 0.412, 0.379, 0.388, 0.394, 0.324, 0.370, 0.322, 0.425, 0.413, 0.348, 0.386, 0.369, -1.649, 1.346, -1.853, -1.219, -0.610, -0.974, 1.314, -1.838, -1.610, 0.380, -0.461, 0.331, 0.347, 0.406, 0.383, 0.398, 0.480, 0.400, 0.352, 0.356, 0.377, 0.448, 0.355, 0.429, 0.340, 0.357, 0.314, 0.384, 0.364, 0.355, -1.925, 1.916, -1.812, -1.389, -0.739, -1.234, 1.366, -1.553, -1.930, 0.187, -0.468, 0.421, 0.391, 0.414, 0.242, 0.449, 0.428, 0.483, 0.478, 0.317, 0.392, 0.394, 0.454, 0.423, 0.460, 0.266, 0.426, 0.407, 0.389, 0.347, -1.831, 1.490, -1.770, -1.257, -0.674, -1.026, 1.039, -1.549, -1.755, 0.314, -0.485, 0.420, 0.374, 0.454, 0.240, 0.463, 0.455, 0.411, 0.480, 0.304, 0.372, 0.427, 0.400, 0.448, 0.281, 0.390, 0.404, 0.440, 0.393, 0.347, -2.003, 1.667, -1.485, -1.384, -0.560, -1.091, 1.411, -1.819, -1.906, 0.240, -0.472, 0.448, 0.434, 0.463, 0.231, 0.458, 0.258, 0.381, 0.420, 0.319, 0.394, 0.444, 0.319, 0.449, 0.323, 0.433, 0.343, 0.502, 0.430, 0.353, -1.541, 1.501, -1.969, -1.333, -0.858, -1.401, 1.681, -1.863, -1.719, 0.227, -0.460, 0.311, 0.377, 0.351, 0.417, 0.467, 0.387, 0.449, 0.546, 0.447, 0.335, 0.369, 0.468, 0.375, 0.389, 0.506, 0.343, 0.439, 0.344, 0.416, -1.619, 1.513, -1.981, -1.228, -0.590, -1.169, 1.605, -1.994, -1.793, 0.308, -0.448, 0.434, 0.337, 0.295, 0.400, 0.383, 0.479, 0.414, 0.377, 0.393, 0.304, 0.392, 0.458, 0.407, 0.415, 0.395, 0.283, 0.459, 0.419, 0.352, -1.696, 1.526, -1.864, -1.205, -0.705, -1.533, 1.657, -1.835, -1.567, 0.097, -0.416, 0.463, 0.361, 0.309, 0.435, 0.410, 0.397, 0.356, 0.469, 0.387, 0.301, 0.479, 0.447, 0.363, 0.395, 0.468, 0.323, 0.568, 0.266, 0.345], "relative_energy_kcal_mol": 254.5, "smiles": "CC1(C)CCCC(C)(C)N1O.CC1(C)CCCC(C)(C)N1O.CC1(C)CCCC(C)(C)N1O.CC1(C)CCCC(C)(C)N1O.CC1(C)CCCC(C)(C)N1O.CC1(C)CCCC(C)(C)N1O.CC1(C)CCCC(C)(C)N1O.CC1(C)CCCC(C)(C)N1O.CC1(C)CCCC(C)(C)N1O.CC1(C)CCCC(C)(C)N1O", "charge": 0, "spin_multiplicity": 1, "largest_force_ev_per_a": 6.70, "lumo_ev": 0.20}